Entry 1:
Computed, not measured: a 2-piece molecular cluster, C7H14 overall, with ωB97M-V/def2-TZVPD.

The geometry in XYZ format:
```
21
Properties=species:S:1:pos:R:3:lowdin_charge:R:1
C 0.5301 -2.5385 -0.2568 -0.11
C -0.6838 -2.7713 0.5781 -0.24
C -1.7770 -2.0258 0.5809 -0.01
H 0.6160 -3.2951 -1.0403 0.08
H 0.5677 -1.5609 -0.7304 0.04
H 1.4252 -2.6369 0.3628 0.07
H -0.6614 -3.6598 1.2010 0.09
H -2.6331 -2.2685 1.1938 0.05
H -1.8391 -1.1293 -0.0240 0.04
C 1.7816 1.3474 -0.6970 -0.11
C 0.6131 2.3335 -0.6768 -0.27
C -0.6348 1.7050 -0.1230 -0.21
C -1.1305 2.0048 1.0650 0.00
H 1.5367 0.4086 -1.1887 0.05
H 2.6161 1.8000 -1.2381 0.07
H 2.1261 1.1395 0.3160 0.08
H 0.4419 2.7072 -1.6883 0.10
H 0.8712 3.1976 -0.0596 0.10
H -1.1095 0.9582 -0.7539 0.09
H -1.9902 1.5136 1.5034 0.05
H -0.6663 2.7706 1.6758 0.06
```

As for the energy above the lowest of the compared OMol25 structures with the same formula, charge and spin: 1.691 eV. Its gap between HOMO and LUMO is 10.76 eV. The LUMO energy is 1.2 eV. As for the HOMO energy: -9.6 eV. As for the spin multiplicity: 1. The total energy is -275.05409 a.u. The SMILES is C=CCC.C=CC.

Entry 2:
Computed, not measured: a single C7H14 molecule, with ωB97M-V/def2-TZVPD.

The geometry in XYZ format:
```
21
Properties=species:S:1:pos:R:3:lowdin_charge:R:1
C 2.4278 -0.0086 -0.2335 -0.07
C 1.0326 -0.4868 -0.6092 -0.34
C 0.0029 -1.4280 0.0851 -0.10
C -1.0992 -0.4846 -0.4889 -0.32
C -2.4039 -0.2591 0.2640 -0.08
C -0.0133 0.6279 -0.5161 -0.32
C 0.0294 1.4114 0.7957 -0.08
H 2.5175 0.9484 -0.7796 0.08
H 2.5477 0.2133 0.8359 0.08
H 3.2550 -0.6537 -0.5596 0.07
H 1.0742 -0.8286 -1.6526 0.14
H -0.0141 -2.4783 -0.2253 0.10
H 0.0233 -1.3889 1.1810 0.11
H -1.3235 -0.7963 -1.5177 0.14
H -2.2300 -0.0280 1.3211 0.07
H -2.9625 0.5794 -0.1720 0.08
H -3.0488 -1.1445 0.2190 0.07
H 0.0871 1.3407 -1.3481 0.14
H 0.9468 2.0022 0.8832 0.07
H -0.0276 0.7634 1.6789 0.08
H -0.8214 2.0986 0.8387 0.08
```

As for the energy above the lowest of the compared OMol25 structures with the same formula, charge and spin: 0.925 eV. Its gap between HOMO and LUMO is 11.26 eV. The LUMO energy is 1.1 eV. As for the HOMO energy: -10.1 eV. As for the spin multiplicity: 1. The total energy is -275.08227 a.u. The SMILES is C[C@@H]1[C@H](C)C[C@@H]1C.